{
  "formula": "C10H12N4",
  "method": "wB97M-V/def2-TZVPD",
  "species": ["C", "C", "C", "C", "C", "C", "C", "C", "C", "C", "N", "N", "N", "N", "H", "H", "H", "H", "H", "H", "H", "H", "H", "H", "H", "H"],
  "positions_angstrom": [[-2.81791, -1.84263, -0.01399], [-3.08824, -0.44423, 0.05767], [-1.56458, -2.36954, -0.23529], [-1.99565, 0.35061, -0.03910], [-0.48752, -1.49533, -0.22431], [2.23052, -0.84617, 1.10710], [-0.71532, -0.14922, -0.02784], [0.45506, 1.95652, 1.02063], [0.75350, 1.66663, -1.41599], [0.72156, 0.90034, -0.09841], [3.34949, -1.43056, 0.72685], [3.63746, -0.98319, -0.49484], [2.78495, -0.12411, -0.86722], [1.85947, 0.03134, 0.08450], [-3.55644, -2.60348, 0.15525], [-4.01377, 0.14764, 0.01397], [-1.33021, -3.42608, -0.27565], [-2.31052, 1.40190, -0.03525], [0.58090, -1.92991, -0.19593], [1.75089, -0.96308, 2.06288], [1.22976, 2.80362, 1.07295], [-0.51692, 2.28813, 0.80793], [0.60394, 1.26328, 1.95873], [1.47978, 2.59815, -1.32904], [1.11862, 1.03059, -2.19442], [-0.15880, 2.16876, -1.62118]],
  "homo_ha": -0.3551,
  "gap_ev": 10.3230,
  "relative_energy_kcal_mol": 37.5,
  "smiles": "CC(C)(c1ccccc1)n1cnnn1"
}

{
  "formula": "C4H7N5O",
  "method": "wB97M-V/def2-TZVPD",
  "species": ["C", "C", "C", "C", "N", "N", "N", "N", "N", "O", "H", "H", "H", "H", "H", "H", "H"],
  "positions_angstrom": [[3.06193, -0.65966, 0.25104], [1.37015, 2.35746, -0.43380], [0.84516, -1.35676, -0.50618], [2.65582, 0.54312, 0.24258], [2.03970, -1.47894, -0.20452], [2.15176, 1.63643, 0.08752], [-0.21389, 0.69249, -0.96705], [-0.06311, -0.19623, -0.05441], [-1.19797, -0.52514, 0.72786], [-1.48946, 1.10277, -1.04945], [4.06642, -0.99891, 0.40611], [1.19231, 3.43467, -0.57092], [0.45508, -2.27784, -1.06465], [-0.90329, -0.40065, 1.74182], [-1.78931, -1.30220, 0.38166], [-1.79916, 0.28840, 0.45970], [-1.49373, 1.68444, -1.83228]],
  "s2": 2.049,
  "homo_ha": [-0.5971, -0.6765],
  "gap_ev": [6.5131, 7.8993],
  "multiplicity": 3,
  "total_charge": 2
}

{
  "formula": "C3H10N2",
  "method": "wB97M-V/def2-TZVPD",
  "species": ["C", "N", "H", "H", "H", "H", "H", "C", "C", "N", "H", "H", "H", "H", "H"],
  "positions_angstrom": [[2.33673, 0.89452, 0.17288], [1.33726, 0.20353, -0.63315], [1.90785, 1.85222, 0.46389], [2.48274, 0.45053, 1.16784], [3.32231, 0.99761, -0.27244], [1.76199, -0.21657, -1.45486], [0.75478, 0.87608, -1.11528], [-2.32451, -0.47864, -0.87281], [-2.10807, -0.73236, 0.46558], [-0.94183, -0.55219, 1.07400], [-1.50563, -0.25576, -1.53888], [-3.35429, -0.59484, -1.18134], [-2.88368, -0.92065, 1.20009], [-0.75530, -1.01933, 1.95538], [-0.03035, -0.50415, 0.56911]],
  "s2": 0.767,
  "homo_ha": [-0.5159, -0.5156],
  "gap_ev": [10.3685, 6.6196],
  "relative_energy_kcal_mol": 2.2,
  "multiplicity": 2,
  "total_charge": 1
}

{
  "formula": "C2H3NO16S4Zn",
  "method": "wB97M-V/def2-TZVPD",
  "species": ["Zn", "S", "O", "O", "O", "O", "S", "O", "O", "O", "O", "S", "O", "O", "O", "O", "S", "O", "O", "O", "O", "C", "C", "N", "H", "H", "H"],
  "positions_angstrom": [[-0.06786, 0.39445, 0.61988], [-1.64439, -4.39083, -2.27775], [-1.00344, -3.21533, -1.64642], [-2.10224, -4.13775, -3.61406], [-0.76338, -5.54401, -2.30775], [-2.90306, -4.72164, -1.63367], [3.04240, 2.55502, 2.77054], [1.64279, 2.84224, 2.54983], [3.21403, 1.46993, 1.82467], [4.05164, 3.57573, 2.59552], [3.13795, 2.01917, 4.07435], [-5.54500, 0.42251, -0.61034], [-5.74090, -0.57189, 0.41763], [-6.49584, 1.53745, -0.52017], [-4.14200, 0.82825, -0.53231], [-5.78530, -0.27596, -1.85471], [-1.37790, -3.22300, 4.57897], [-0.26556, -4.02351, 4.98854], [-0.75673, -2.17626, 3.83872], [-2.28856, -3.97787, 3.82905], [-1.96202, -2.64783, 5.72224], [5.04875, 4.09256, -3.96827], [3.77968, 3.47282, -3.57728], [2.75140, 2.95050, -3.28898], [5.75961, 4.10343, -3.14204], [4.87103, 5.15829, -4.11227], [5.54489, 3.48353, -4.72393]],
  "homo_ha": 0.2674,
  "gap_ev": 1.6613,
  "total_charge": -6
}

{
  "formula": "C44H55BaCl3N7O4P2S",
  "method": "wB97M-V/def2-TZVPD",
  "species": ["Ba", "N", "C", "C", "O", "N", "C", "C", "O", "O", "H", "H", "H", "H", "H", "H", "C", "P", "C", "N", "C", "C", "C", "C", "C", "C", "N", "C", "P", "C", "C", "C", "C", "C", "C", "C", "C", "C", "H", "H", "H", "H", "H", "H", "H", "H", "H", "H", "H", "H", "H", "H", "H", "H", "H", "H", "H", "H", "H", "H", "H", "H", "H", "H", "H", "H", "C", "C", "C", "C", "C", "C", "N", "H", "H", "H", "H", "H", "H", "H", "H", "Cl", "C", "C", "C", "C", "C", "C", "N", "C", "C", "N", "C", "O", "C", "C", "C", "Cl", "S", "C", "C", "C", "Cl", "C", "H", "H", "H", "H", "H", "H", "H", "H", "H", "H", "H", "H", "H"],
  "positions_angstrom": [[0.90864, 0.51242, -2.25303], [-1.40123, 2.76640, -1.45089], [-1.65040, 3.13923, -2.85603], [-1.92537, 1.85285, -3.63980], [-3.10058, 1.61179, -3.96174], [-0.84163, 1.10348, -3.81556], [-1.08823, -0.19193, -4.45265], [-0.28655, -1.33269, -3.80258], [0.31706, -2.13688, -4.49508], [-0.26807, -1.33257, -2.49824], [-2.22228, 2.27625, -1.10771], [-1.28090, 3.59838, -0.88235], [-0.75707, 3.63545, -3.24233], [-2.50898, 3.80490, -2.98432], [-0.83411, -0.17554, -5.51472], [-2.14722, -0.46152, -4.35987], [-0.68779, -2.68058, 2.30159], [0.20582, -1.90171, 0.87651], [0.11150, -3.37998, -0.26776], [1.22670, -4.03508, -0.39589], [1.27453, -5.14066, -1.18655], [2.49748, -5.81882, -1.37594], [2.53010, -6.94814, -2.14432], [1.34970, -7.43918, -2.74767], [0.16029, -6.78751, -2.58100], [0.11177, -5.61387, -1.79733], [-1.05319, -4.92634, -1.67182], [-1.09086, -3.82430, -0.97074], [-2.76409, -3.05624, -1.26306], [-2.88892, -1.60378, -0.14702], [-3.92927, -4.24247, -0.36491], [-3.72913, -4.35114, 1.14364], [-3.82946, -5.64086, -0.97676], [-5.33444, -3.70007, -0.66075], [1.96831, -1.88098, 1.53611], [2.40828, -3.10715, 2.33644], [2.00061, -0.66176, 2.46971], [2.93422, -1.61956, 0.38131], [-0.39831, -3.72426, 2.42509], [-1.76384, -2.62174, 2.14249], [-0.46062, -2.13749, 3.22013], [3.38701, -5.41342, -0.91112], [3.46537, -7.46879, -2.30296], [1.39714, -8.33056, -3.36013], [-0.75272, -7.12592, -3.05238], [-3.91758, -1.24280, -0.20657], [-2.23583, -0.81338, -0.50250], [-2.65337, -1.80376, 0.89737], [-2.72212, -4.70141, 1.38090], [-4.43507, -5.07891, 1.55840], [-3.89840, -3.40186, 1.65507], [-2.91749, -6.15075, -0.67104], [-3.83281, -5.60515, -2.06624], [-4.68648, -6.23601, -0.64244], [-5.47553, -2.68319, -0.29275], [-6.08086, -4.33511, -0.17393], [-5.53371, -3.69422, -1.73328], [1.80629, -3.24163, 3.23754], [3.44555, -2.96287, 2.65503], [2.35810, -4.01236, 1.73962], [1.34737, -0.78541, 3.33695], [1.70298, 0.24649, 1.94264], [3.02099, -0.51970, 2.83673], [2.96078, -2.44857, -0.31766], [3.94718, -1.45994, 0.76218], [2.68005, -0.70823, -0.16410], [3.24234, -2.39982, -3.04214], [4.09192, -1.19627, -2.76756], [5.46936, -1.15225, -2.65484], [5.80819, 0.21296, -2.46271], [4.61123, 0.90351, -2.46111], [4.40553, 2.37654, -2.27801], [3.55185, 0.05513, -2.63635], [3.76864, -3.30894, -2.73895], [2.97991, -2.49927, -4.09742], [2.28850, -2.38056, -2.50744], [6.14325, -1.99491, -2.72316], [6.79469, 0.63900, -2.34131], [5.34129, 2.91491, -2.44426], [4.04906, 2.63617, -1.27655], [3.67319, 2.77069, -2.99165], [-4.02926, 7.37321, 0.43600], [-2.62840, 6.72079, 1.22502], [-2.26487, 5.40190, 0.99953], [-1.15656, 4.89295, 1.65039], [-0.40930, 5.66552, 2.53789], [0.77730, 5.06191, 3.26004], [2.03837, 5.08349, 2.39624], [1.84497, 4.43796, 1.11718], [1.68487, 5.04984, -0.10508], [1.48848, 4.04436, -1.00058], [1.52436, 2.82811, -0.36230], [1.74099, 3.10205, 0.89750], [0.56433, 3.71211, 3.61784], [-0.33294, 3.51621, 4.70463], [-1.76967, 3.42568, 4.27769], [-2.25140, 2.45691, 3.44972], [-1.34532, 1.18175, 2.75212], [-3.90440, 2.67336, 3.06048], [-3.98587, 4.08026, 4.03427], [-2.79066, 4.36005, 4.61746], [-0.78753, 6.99030, 2.70595], [0.12978, 8.04910, 3.75050], [-1.89217, 7.53232, 2.06656], [-2.84542, 4.78764, 0.32561], [-0.85816, 3.86547, 1.48155], [0.98180, 5.64764, 4.16361], [2.83342, 4.56913, 2.93760], [2.34658, 6.11446, 2.22318], [1.72288, 6.11930, -0.21332], [1.33553, 4.12292, -2.06340], [1.81774, 2.38845, 1.69982], [-0.21893, 4.32847, 5.43147], [-0.01603, 2.58639, 5.17991], [-4.91130, 4.62459, 4.11680], [-2.62253, 5.21598, 5.25566], [-2.16891, 8.56369, 2.22600]],
  "homo_ha": -0.1282,
  "gap_ev": 5.0062,
  "relative_energy_kcal_mol": 39.3,
  "total_charge": -1
}

{
  "formula": "C13H21N5O4",
  "method": "wB97M-V/def2-TZVPD",
  "species": ["O", "O", "O", "N", "O", "C", "C", "C", "C", "C", "C", "N", "N", "N", "N", "C", "C", "C", "C", "C", "C", "C", "H", "H", "H", "H", "H", "H", "H", "H", "H", "H", "H", "H", "H", "H", "H", "H", "H", "H", "H", "H", "H"],
  "positions_angstrom": [[2.01669, 0.19132, 3.06487], [0.16429, -2.10764, -0.73096], [-3.98016, -1.02605, 0.00097], [2.42408, 1.19641, -2.26992], [-1.56632, 2.30332, -0.14512], [2.28258, 0.94160, 2.10132], [0.47224, -1.08867, -0.03860], [-2.78012, -1.26562, 0.20484], [1.92293, 1.65705, -3.42838], [1.63031, -0.45521, -3.36427], [2.33366, -0.10383, -2.26391], [1.27817, 0.68809, -4.06295], [-2.32537, -2.46931, 0.62219], [2.23993, 0.61539, 0.78270], [-0.39906, -0.28908, 0.41174], [2.29680, 2.42402, 2.36297], [-3.08562, -3.64032, 0.91289], [2.85185, -1.00950, -1.15018], [-2.37286, 1.29722, 1.97916], [2.01132, -0.85638, 0.24517], [-1.76455, -0.16992, -0.05813], [-2.29971, 1.21690, 0.43245], [-2.09265, 3.01068, -0.48483], [1.84132, 2.77165, -3.49048], [1.31064, -1.44509, -3.59503], [0.56500, 0.81429, -4.81685], [-1.27791, -2.60587, 0.60111], [2.29060, 1.43879, 0.11834], [-0.02235, 0.46156, 0.97247], [3.13703, 2.94040, 2.00591], [1.41731, 3.01082, 2.06638], [2.28124, 2.45696, 3.51259], [-3.73952, -3.80679, 0.24093], [-3.56824, -3.49310, 1.83926], [-2.38860, -4.49005, 0.94662], [2.80860, -2.09025, -1.38785], [3.89617, -0.72636, -1.02200], [-1.41785, 1.44855, 2.46280], [-2.87820, 0.28115, 2.22748], [-2.95859, 2.19530, 2.21130], [2.48491, -1.44711, 1.02531], [-1.72502, -0.04290, -1.16291], [-3.31499, 1.26758, 0.12057]],
  "homo_ha": -0.3270,
  "gap_ev": 9.3298,
  "relative_energy_kcal_mol": 59.4,
  "smiles": "CNC(=O)[C@H](NC(=O)[C@@H](Cc1c[nH]cn1)NC(C)=O)[C@@H](C)O"
}

Number 1: total energy -16522.026 eV. Number 2: total energy -13730.404 eV. Number 3: total energy -6244.734 eV. Number 4: total energy -128101.482 eV. Number 5: total energy -132819.603 eV. Number 6: total energy -29461.624 eV.